[1]
# C73H182N29O8P7

A cluster of 15 separate species, C73H182N29O8P7 in total in a non-equilibrium geometry (ωB97M-V/def2-TZVPD, OMol25).

HOMO ... -7.99 eV

```
299
Properties=species:S:1:pos:R:3:mulliken_charge:R:1
C 16.862 11.394 15.715 -0.665
C 16.656 10.235 16.705 -0.953
C 15.978 10.634 18.037 0.992
C 14.616 11.132 17.814 0.137
N 13.531 11.397 17.921 -0.617
H 17.155 11.050 14.721 0.482
H 17.687 11.984 16.141 -0.006
H 16.013 11.958 15.499 0.260
H 17.593 9.730 17.006 0.223
H 16.159 9.431 16.154 0.396
H 16.475 11.491 18.470 -0.760
H 15.895 9.815 18.721 0.638
C 19.508 11.635 21.331 -0.983
C 19.705 13.032 21.874 1.952
C 20.734 13.213 22.997 0.268
C 21.901 12.366 22.717 0.204
N 22.686 11.533 22.547 -0.637
H 19.082 11.101 22.090 0.629
H 20.446 11.149 21.094 0.225
H 18.810 11.612 20.441 -0.300
H 18.688 13.404 22.242 -0.346
H 19.998 13.780 21.126 -1.268
H 20.296 12.889 23.940 0.465
H 20.973 14.266 22.963 -0.229
C 14.762 21.087 14.014 -1.710
C 14.843 19.751 14.670 1.175
C 15.437 19.770 16.133 1.301
C 16.665 20.463 16.267 -0.112
N 17.554 21.176 16.479 -0.455
H 14.069 21.022 13.168 0.452
H 15.710 21.397 13.570 0.277
H 14.339 21.879 14.629 0.359
H 15.409 19.059 14.113 -0.539
H 13.837 19.324 14.912 0.066
H 15.458 18.743 16.538 -1.612
H 14.742 20.352 16.739 1.076
C 14.750 10.686 22.866 -1.529
C 14.799 11.314 21.516 0.094
C 14.708 12.881 21.579 1.558
C 15.667 13.453 22.590 -0.125
N 16.400 13.865 23.370 -0.688
H 15.473 11.161 23.562 0.291
H 14.919 9.627 22.797 0.451
H 13.798 10.931 23.329 0.364
H 13.998 11.025 20.880 0.491
H 15.821 11.061 21.091 -0.138
H 13.738 13.229 21.956 0.164
H 14.997 13.371 20.623 -0.908
C 20.840 10.536 17.830 -0.910
C 22.250 10.420 18.352 -0.689
C 22.973 11.723 18.177 -0.500
C 22.282 12.787 18.938 -0.053
N 21.784 13.686 19.476 0.182
H 20.373 9.598 17.584 0.486
H 20.752 11.100 16.915 0.329
H 20.210 11.165 18.509 0.083
H 22.696 9.592 17.796 0.376
H 22.257 10.088 19.394 0.323
H 23.047 12.201 17.169 0.234
H 23.967 11.563 18.631 0.316
C 24.769 17.795 15.920 -1.067
C 24.429 17.484 14.463 -0.952
C 23.198 16.657 14.278 1.001
C 23.232 15.355 15.051 0.195
N 23.163 14.332 15.539 -0.564
H 23.957 18.297 16.402 0.037
H 25.556 18.553 15.884 0.415
H 25.004 16.923 16.496 0.527
H 25.266 16.970 13.996 0.333
H 24.253 18.434 13.962 0.414
H 22.977 16.444 13.238 0.317
H 22.286 17.179 14.614 -0.586
C 20.098 20.020 13.807 1.257
C 19.251 20.374 12.554 1.414
C 19.493 21.697 11.876 -0.677
C 19.242 22.859 12.717 0.265
N 18.891 23.814 13.240 -0.581
H 21.237 20.064 13.603 -0.047
H 19.869 19.055 14.234 -0.955
H 20.045 20.711 14.651 -0.431
H 18.157 20.402 12.899 -0.505
H 19.322 19.539 11.809 -0.494
H 18.940 21.737 10.929 0.439
H 20.543 21.758 11.609 0.366
C 17.858 19.446 24.465 0.013
O 18.584 18.826 23.708 -0.377
N 16.744 18.952 25.081 0.209
C 15.673 19.841 25.676 -0.764
C 16.196 17.725 24.596 -0.660
H 18.035 20.545 24.603 0.173
H 14.949 20.103 24.892 0.254
H 16.094 20.775 26.012 0.336
H 15.090 19.328 26.474 0.267
H 16.993 17.024 24.232 0.267
H 15.605 17.075 25.258 0.234
H 15.560 17.863 23.737 0.036
O 10.796 14.990 22.640 -0.879
P 11.684 16.161 22.570 0.368
N 12.578 16.559 24.019 0.357
C 11.660 17.144 24.948 -1.019
C 13.190 15.389 24.637 -1.439
N 10.828 17.612 22.209 0.325
C 9.537 17.865 22.604 -1.083
C 11.504 18.765 21.618 -0.775
N 12.846 16.038 21.383 1.515
C 12.582 15.299 20.138 -1.078
C 14.109 16.722 21.418 -1.017
H 10.743 16.458 24.943 0.384
H 11.459 18.177 24.661 0.176
H 12.114 17.316 25.927 0.373
H 13.650 15.563 25.581 0.516
H 13.993 14.933 23.945 0.266
H 12.398 14.639 24.773 0.434
H 9.471 18.508 23.488 0.350
H 8.875 18.269 21.840 0.338
H 9.145 16.868 22.841 0.315
H 12.399 18.524 21.067 -0.016
H 10.772 19.236 20.969 0.426
H 11.783 19.529 22.370 0.240
H 12.109 14.313 20.389 0.331
H 12.095 15.886 19.387 0.483
H 13.563 14.983 19.746 -0.097
H 14.368 17.137 20.411 0.661
H 14.995 16.138 21.809 -0.578
H 14.088 17.539 22.162 0.114
O 14.447 14.059 13.016 -0.991
P 13.361 15.029 13.337 0.395
N 13.429 16.407 12.395 0.797
C 13.510 16.154 10.927 -1.308
C 12.860 17.688 12.826 -1.386
N 13.279 15.576 14.905 0.406
C 12.758 14.671 15.849 -1.193
C 14.492 16.188 15.506 -0.022
N 11.894 14.329 13.118 0.472
C 10.640 15.077 12.872 -1.007
C 11.742 12.892 12.791 -1.092
H 13.887 15.141 10.640 0.379
H 14.032 16.972 10.445 0.299
H 12.476 16.256 10.552 0.338
H 12.959 17.913 13.880 0.459
H 11.846 17.831 12.522 0.365
H 13.369 18.534 12.280 0.297
H 11.894 14.139 15.453 0.323
H 13.530 13.941 16.110 0.439
H 12.545 15.123 16.778 0.299
H 15.283 15.433 15.579 0.332
H 14.950 16.925 14.925 -0.975
H 14.223 16.572 16.517 0.340
H 10.733 16.135 12.781 0.232
H 10.211 14.715 11.893 0.324
H 9.979 14.801 13.698 0.343
H 10.811 12.571 13.196 0.379
H 12.581 12.386 13.237 0.258
H 11.745 12.750 11.717 0.298
O 19.862 17.050 12.437 -0.718
P 19.111 16.097 11.563 -0.036
N 17.599 16.655 11.106 0.605
C 16.851 17.547 11.956 0.507
C 16.866 15.961 10.058 -1.097
N 19.076 14.584 12.352 1.016
C 18.297 13.428 11.905 -0.855
C 20.092 14.362 13.381 -0.863
N 19.821 15.807 10.058 0.285
C 20.946 14.881 9.942 -0.939
C 20.014 16.785 8.961 -1.163
H 16.271 18.346 11.489 0.365
H 17.528 17.952 12.670 -0.860
H 16.040 17.043 12.612 -0.196
H 16.376 16.747 9.492 0.445
H 16.026 15.322 10.405 -0.202
H 17.580 15.411 9.476 0.612
H 18.002 13.587 10.814 0.257
H 18.880 12.544 11.868 0.443
H 17.347 13.331 12.469 0.033
H 20.888 13.642 13.065 0.259
H 20.571 15.275 13.599 -0.259
H 19.565 14.044 14.270 0.415
H 21.227 14.546 10.936 0.177
H 20.732 14.035 9.254 0.272
H 21.846 15.371 9.574 0.390
H 19.904 16.226 8.016 0.414
H 21.019 17.316 9.069 0.289
H 19.241 17.529 8.906 0.314
O 25.308 18.666 21.068 -0.911
P 24.221 17.798 21.674 0.350
N 23.707 18.166 23.245 0.186
C 22.311 18.172 23.613 -0.894
C 24.555 18.953 24.153 -1.102
N 24.665 16.168 21.679 0.439
C 24.786 15.337 22.889 -0.949
C 25.202 15.493 20.474 -1.149
N 22.839 17.802 20.660 0.768
C 21.919 16.698 20.568 -1.065
C 22.598 18.935 19.841 -0.566
H 22.268 18.671 24.558 0.559
H 21.987 17.188 23.632 0.075
H 21.663 18.708 22.930 0.240
H 24.171 20.009 24.264 0.329
H 25.591 18.990 23.773 0.313
H 24.478 18.498 25.107 0.409
H 24.747 16.019 23.685 0.366
H 24.010 14.578 23.009 0.125
H 25.791 14.873 22.968 0.388
H 25.980 14.729 20.797 0.381
H 24.393 15.004 19.982 0.249
H 25.676 16.314 19.892 0.287
H 20.913 17.079 20.468 -0.334
H 22.155 16.150 19.667 0.453
H 21.965 16.029 21.377 0.573
H 22.852 19.832 20.358 0.497
H 21.527 19.108 19.676 -0.241
H 23.174 18.831 18.882 0.007
O 15.743 22.807 23.287 -0.920
P 16.438 22.676 21.986 -0.037
N 18.066 22.212 22.253 1.221
C 18.685 22.925 23.397 -1.515
C 19.072 21.994 21.200 -1.325
N 16.382 24.123 21.142 0.285
C 17.042 24.157 19.837 -0.109
C 15.316 25.057 21.244 -1.006
N 15.909 21.505 20.831 1.469
C 14.763 21.713 19.992 -0.712
C 15.760 20.163 21.536 -0.059
H 18.198 22.801 24.326 0.403
H 18.757 23.973 23.229 0.254
H 19.685 22.496 23.438 0.456
H 18.727 21.765 20.217 -0.191
H 19.730 21.159 21.511 0.450
H 19.699 22.866 21.007 0.450
H 16.320 24.039 19.022 0.288
H 17.584 25.096 19.839 0.534
H 17.747 23.340 19.928 -0.375
H 14.812 24.969 22.211 0.285
H 15.746 26.003 20.935 0.373
H 14.455 24.761 20.603 0.264
H 14.593 20.839 19.304 -0.099
H 13.855 21.738 20.607 0.309
H 14.873 22.651 19.413 0.217
H 15.769 19.502 20.683 -0.197
H 14.809 20.065 22.167 0.178
H 16.610 19.948 22.214 -0.624
O 22.485 20.965 16.672 -0.503
P 22.493 22.440 16.664 -0.131
N 21.043 23.122 16.867 1.084
C 20.141 22.579 17.905 -0.798
C 20.629 24.470 16.448 -1.159
N 23.060 23.207 15.230 0.241
C 22.372 22.772 14.028 -0.429
C 24.460 23.345 15.070 -1.025
N 23.537 22.970 17.908 0.878
C 24.276 22.014 18.716 -1.140
C 23.562 24.261 18.541 -1.028
H 20.417 23.021 18.917 0.021
H 20.278 21.502 17.943 -0.194
H 19.105 22.816 17.588 0.389
H 20.310 24.984 17.391 0.305
H 19.718 24.372 15.818 0.208
H 21.359 24.996 15.861 0.405
H 22.373 23.589 13.332 0.440
H 22.761 21.857 13.553 0.246
H 21.361 22.478 14.409 -0.377
H 24.950 22.390 14.666 0.234
H 24.734 24.191 14.508 0.398
H 25.030 23.434 16.041 0.282
H 24.164 21.006 18.360 0.103
H 25.298 22.264 18.690 0.401
H 23.925 21.952 19.759 0.349
H 23.383 25.065 17.849 0.285
H 24.588 24.467 18.872 0.400
H 22.782 24.327 19.362 0.093
O 16.069 17.405 18.024 -0.692
P 17.524 17.002 18.215 -0.113
N 18.511 17.521 16.951 0.748
C 19.885 17.848 17.173 0.780
C 18.070 17.530 15.566 0.762
N 17.651 15.409 18.442 0.797
C 16.605 14.419 18.054 1.194
C 18.950 14.775 18.580 -0.338
N 18.295 17.582 19.579 1.752
C 18.394 19.012 19.621 -1.165
C 17.991 16.951 20.869 0.074
H 20.546 17.231 16.555 -0.054
H 20.147 17.817 18.268 -0.984
H 19.982 18.900 16.883 -0.012
H 17.678 18.499 15.258 -0.570
H 17.350 16.701 15.404 -0.531
H 18.927 17.303 14.953 -0.006
H 16.839 14.124 16.997 -0.241
H 16.649 13.584 18.788 -0.658
H 15.601 14.879 18.114 -0.504
H 18.904 14.000 19.358 -0.419
H 19.258 14.423 17.593 0.439
H 19.673 15.472 18.905 -0.210
H 17.580 19.551 19.111 0.139
H 18.305 19.373 20.609 0.319
H 19.294 19.376 19.165 -0.579
H 17.101 17.360 21.346 -0.697
H 18.770 17.180 21.612 0.249
H 17.810 15.872 20.713 0.090
```

[2]
# C3H3Cl2FN2

The molecule C3H3Cl2FN2 in a non-equilibrium geometry (ωB97M-V/def2-TZVPD, OMol25).

ΔE to the lowest compared entry with this formula, charge and spin ... 0.00 kcal per mole
SMILES ... C=N/N=C/C(F)(Cl)Cl
HOMO ... -10.04 eV

```
11
Properties=species:S:1:pos:R:3:mulliken_charge:R:1
C -0.576 -1.865 0.741 0.661
C -0.437 -0.397 0.465 -0.424
C 0.977 2.227 -1.116 -0.238
H -1.086 0.270 1.003 0.468
H 1.623 1.810 -1.847 0.339
H 0.751 3.341 -1.057 0.240
N 0.469 0.216 -0.247 -0.188
N 0.252 1.599 -0.225 -0.414
F -0.819 -1.990 2.042 -0.184
Cl -2.012 -2.298 -0.147 -0.124
Cl 0.858 -2.912 0.387 -0.136
```

[3]
# C31H24MnN3O4S5

A structure of composition C31H24MnN3O4S5 in a non-equilibrium geometry (ωB97M-V/def2-TZVPD, OMol25).

ΔE to the lowest compared entry with this formula, charge and spin ... 11.42 kcal per mole
Spin multiplicity ... 2
HOMO (spin up / spin down) ... -16.80 / -16.48 eV
Expectation value of S² ... 0.763
Total charge ... +3

```
68
Properties=species:S:1:pos:R:3:mulliken_charge:R:1
Mn 0.297 -0.329 -0.653 0.059
S 2.497 -0.152 -1.544 -0.095
C 3.384 -1.425 -0.659 0.994
C 4.713 -1.649 -0.996 -0.667
C 5.414 -2.670 -0.370 -0.716
C 4.788 -3.468 0.578 -0.712
C 3.459 -3.246 0.919 -0.676
C 2.747 -2.225 0.302 0.285
S 1.076 -1.879 0.832 0.098
C 0.079 -3.276 0.185 -1.169
C -1.230 -2.765 -0.376 0.578
C -2.334 -3.592 -0.421 -1.079
C -3.519 -3.110 -0.958 -0.618
C -3.557 -1.822 -1.464 -0.906
C -2.413 -1.045 -1.410 0.346
C -2.422 0.351 -1.989 -0.790
S -0.755 1.070 -2.189 -0.327
C -0.312 0.451 -3.798 0.249
C -0.843 1.044 -4.932 -0.629
C -0.427 0.617 -6.189 -0.689
C 0.533 -0.377 -6.317 -0.689
C 1.051 -0.995 -5.187 -0.790
C 0.623 -0.578 -3.932 1.207
S 1.198 -1.464 -2.517 -0.091
N -1.278 -1.502 -0.852 1.047
H 5.189 -1.037 -1.752 0.525
H 6.449 -2.848 -0.631 0.451
H 5.337 -4.264 1.063 0.461
H 2.976 -3.876 1.657 0.498
H -0.106 -3.978 0.994 0.684
H 0.667 -3.774 -0.588 0.377
H -2.265 -4.606 -0.049 0.574
H -4.405 -3.732 -0.976 0.466
H -4.463 -1.417 -1.896 0.577
H -2.986 1.034 -1.351 0.143
H -2.906 0.352 -2.964 0.873
H -1.569 1.842 -4.843 0.562
H -0.851 1.076 -7.072 0.436
H 0.880 -0.675 -7.297 0.435
H 1.772 -1.797 -5.277 0.514
S 1.722 1.520 1.195 0.245
C 2.431 1.600 2.813 0.568
N 2.270 2.720 3.549 0.026
C 2.800 2.873 4.776 -0.257
C 3.560 1.867 5.323 -0.615
C 3.761 0.709 4.583 -0.408
C 3.192 0.572 3.320 -0.283
H 1.732 3.484 3.153 0.197
H 2.601 3.809 5.280 0.458
H 3.988 1.990 6.307 0.443
H 4.351 -0.100 4.995 0.463
H 3.336 -0.329 2.737 0.373
O 0.330 2.410 1.514 -0.411
C -0.829 1.734 1.256 0.654
O -0.804 0.660 0.672 -0.384
C -2.061 2.391 1.657 0.768
C -2.122 3.642 2.281 -0.561
C -3.355 4.200 2.569 -0.746
C -4.529 3.544 2.214 -0.684
C -4.441 2.317 1.580 -0.202
C -3.235 1.719 1.323 -0.521
N -5.658 1.626 1.103 0.980
O -6.709 1.969 1.570 -0.541
O -5.487 0.766 0.257 -0.557
H -1.218 4.180 2.531 0.438
H -3.410 5.158 3.067 0.449
H -5.502 3.974 2.416 0.533
H -3.205 0.736 0.878 0.779
```

[4]
# C6H12BIN2OZn

A structure of composition C6H12BIN2OZn in a non-equilibrium geometry (ωB97M-V/def2-TZVPD, OMol25).

HOMO ... -16.23 eV
Total charge ... +2

```
24
Properties=species:S:1:pos:R:3:mulliken_charge:R:1
C 3.747 0.313 -0.044 -0.948
C 2.388 -0.131 -0.911 -0.261
N 1.459 -0.779 0.095 -0.269
B -0.012 -0.591 -0.266 0.451
C -0.839 0.659 0.416 -0.831
C -2.440 0.297 0.444 -0.134
C -3.316 0.945 -0.783 -0.960
I -3.263 1.087 2.330 0.427
O -0.593 -1.608 -1.193 -0.360
C -0.286 -2.920 -0.531 0.418
N -0.216 -3.962 0.268 -0.350
H 3.515 1.338 0.501 0.239
H 3.942 -0.479 0.799 0.291
H 4.669 0.426 -0.777 0.339
H 2.799 -0.889 -1.736 0.326
H 1.925 0.810 -1.457 0.203
H 1.552 -0.312 1.047 0.140
H -0.593 1.718 -0.064 0.598
H -0.491 0.700 1.557 0.685
H -2.527 -0.880 0.401 0.492
H -4.073 0.099 -1.149 0.340
H -3.985 1.803 -0.310 0.384
H -2.690 1.306 -1.704 0.340
Zn -0.673 1.052 3.065 0.441
```

[5]
# C2H5NO2P

A cluster of 2 separate species, C2H5NO2P in total in a non-equilibrium geometry (ωB97M-V/def2-TZVPD, OMol25).

ΔE to the lowest compared entry with this formula, charge and spin ... 80.66 kcal per mole
HOMO ... -2.11 eV
Total charge ... -1

```
11
Properties=species:S:1:pos:R:3:mulliken_charge:R:1
C -2.019 -0.546 -0.666 0.283
C 1.323 0.815 0.378 -0.545
N 1.413 -0.568 -0.032 -0.701
O -1.715 -0.579 -1.801 -0.551
O -1.664 0.176 0.440 -0.470
P -2.962 -1.073 0.735 -0.294
H 2.189 1.076 1.157 0.183
H 1.367 1.300 -0.554 0.301
H 0.259 1.074 0.742 0.202
H 0.820 -1.113 0.508 0.290
H 0.988 -0.562 -0.906 0.301
```

[6]
# CH3IOP2

The molecule CH3IOP2 in a non-equilibrium geometry (ωB97M-V/def2-TZVPD, OMol25).

ΔE to the lowest compared entry with this formula, charge and spin ... 0.00 kcal per mole
Spin multiplicity ... 3
HOMO (spin up / spin down) ... -8.75 / -9.10 eV
Expectation value of S² ... 2.004

```
8
Properties=species:S:1:pos:R:3:mulliken_charge:R:1
C -0.628 0.773 0.260 -0.669
O 0.313 -1.546 0.349 -0.380
P -2.462 0.727 0.390 0.049
P 0.125 -0.508 -0.841 0.180
I 2.524 0.373 -1.146 -0.182
H -0.460 1.791 -0.176 0.337
H -0.270 0.554 1.219 0.359
H 0.857 -2.162 -0.056 0.307
```

[7]
# CH2N2O2S

A structure of composition CH2N2O2S in a non-equilibrium geometry (ωB97M-V/def2-TZVPD, OMol25).

ΔE to the lowest compared entry with this formula, charge and spin ... 97.16 kcal per mole
HOMO ... -9.71 eV

```
8
Properties=species:S:1:pos:R:3:mulliken_charge:R:1
C 0.086 0.251 -0.070 -0.280
N 0.971 1.111 -0.195 0.498
N 1.936 1.706 -0.289 -0.580
O 2.429 -0.973 -0.937 -0.432
O 3.147 -0.240 1.267 -0.441
S 3.296 -0.111 -0.163 0.675
H -0.098 -0.159 0.907 0.291
H -0.573 0.015 -0.882 0.268
```